The following is a DFT calculation (ωB97M-V/def2-TZVPD) of a structure of composition C37H50N6OPm at a distorted geometry.

Output
Total charge: +3
HOMO-LUMO gap (spin up / spin down) (eV): 5.9 / 6.0
E (a.u.): -2451.17076
Multiplicity: 5

Element x y z (Å)
Pm (-0.62480, 0.64118, 0.33440)
C (-4.15853, 1.84101, 2.32983)
C (-2.93548, 2.36125, 1.60653)
C (-3.08236, 2.50838, 0.18448)
C (-2.09150, 3.17764, -0.53950)
C (-2.33576, 3.69908, -1.95533)
C (-0.85769, 3.46150, 0.06298)
C (-0.64650, 3.26369, 1.45616)
C (0.52117, 3.77236, 2.24712)
C (-1.69273, 2.65877, 2.17535)
H (-4.28165, 2.35604, 3.32704)
H (-4.03323, 0.75083, 2.55440)
H (-5.03804, 1.91593, 1.71390)
H (-4.09657, 2.19706, -0.25762)
H (-2.32704, 2.80735, -2.63713)
H (-1.54143, 4.37602, -2.26744)
H (-3.28534, 4.24502, -2.19423)
H (-0.14004, 4.06226, -0.45759)
H (0.16246, 4.48418, 2.99023)
H (1.32012, 4.19342, 1.63969)
H (1.01785, 2.89908, 2.79172)
H (-1.55698, 2.57679, 3.29486)
C (4.48025, 0.20029, -1.71376)
N (3.71315, 1.27676, -2.29854)
C (4.62673, 2.29390, -2.79273)
C (2.33626, 1.50811, -2.18550)
N (1.64477, 1.09849, -1.10613)
C (2.28366, 0.85382, 0.09929)
C (3.13513, 1.87272, 0.70769)
C (3.75084, 1.66242, 1.94679)
C (3.43709, 0.53968, 2.73690)
C (2.64935, -0.48533, 2.16767)
C (2.38638, -1.64047, 2.92153)
C (1.76357, -2.74805, 2.36583)
C (1.17020, -2.63899, 1.08719)
C (1.28347, -1.48050, 0.31159)
N (0.47697, -1.34778, -0.80830)
C (0.21766, -2.31593, -1.72255)
N (-0.79143, -2.07904, -2.61218)
C (-1.67039, -0.88380, -2.47423)
C (-0.97050, -3.00176, -3.78051)
N (0.87378, -3.52656, -1.71012)
C (2.34046, -3.64112, -1.62373)
C (0.26951, -4.83478, -1.78672)
C (2.00972, -0.34154, 0.84705)
N (1.74444, 2.00266, -3.28040)
C (0.55996, 2.82553, -3.27635)
C (2.29834, 1.79057, -4.63934)
H (5.20016, -0.09847, -2.50048)
H (3.90970, -0.66812, -1.40783)
H (5.07200, 0.48581, -0.82442)
H (5.31671, 2.49769, -1.99108)
H (4.08150, 3.22547, -2.96951)
H (5.12539, 1.97465, -3.72971)
H (3.31889, 2.82573, 0.20729)
H (4.38869, 2.42340, 2.29201)
H (3.92382, 0.38753, 3.65140)
H (2.66436, -1.70666, 3.94279)
H (1.76294, -3.68675, 2.86370)
H (0.57480, -3.43618, 0.64166)
H (-1.30992, -0.01904, -3.11436)
H (-1.59916, -0.64167, -1.41930)
H (-2.68551, -1.19863, -2.77596)
H (-0.02563, -3.15297, -4.27637)
H (-1.64967, -2.47872, -4.44498)
H (-1.46598, -3.89468, -3.41873)
H (2.75022, -2.63677, -1.43551)
H (2.70270, -4.10758, -2.52041)
H (2.56663, -4.27958, -0.75161)
H (-0.82212, -4.81821, -1.84176)
H (0.60445, -5.40998, -0.91371)
H (0.65605, -5.38875, -2.66064)
H (-0.10748, 2.57069, -2.40182)
H (0.06698, 2.76515, -4.25627)
H (0.87319, 3.85401, -3.13930)
H (2.60008, 2.76466, -5.05922)
H (1.42245, 1.51505, -5.30693)
H (3.03042, 1.03463, -4.71539)
C (-3.59871, -2.41558, 0.81134)
C (-2.75935, -1.64767, 1.80673)
O (-1.86591, -0.83258, 1.39509)
C (-3.03827, -1.70250, 3.18951)
C (-2.44437, -0.76557, 4.07727)
C (-2.77710, -0.81266, 5.44080)
C (-3.70713, -1.76143, 5.90839)
C (-4.27377, -2.71811, 5.07785)
C (-4.00315, -2.57639, 3.69061)
H (-3.67762, -1.96771, -0.18626)
H (-4.57504, -2.58936, 1.25812)
H (-3.12797, -3.40857, 0.68743)
H (-1.81598, -0.04459, 3.61108)
H (-2.29212, -0.19892, 6.21499)
H (-3.93785, -1.66973, 7.01293)
H (-4.90914, -3.45380, 5.50085)
H (-4.45847, -3.34468, 2.99939)

Forces on atoms 1 to 2 (eV/Å):
Pm 2.08 -0.42 -1.35
C 1.07 -0.50 1.60